C39H55B2F4N8O7P2STi | the ωB97M-V functional and the def2-TZVPD basis

```
119
C39H55B2F4N8O7P2STi, DFT the ωB97M-V functional and the def2-TZVPD basis
Ti 0.219 0.630 -1.441
C -5.079 1.380 0.784
C -4.004 2.481 0.751
C -4.541 3.768 1.373
C -3.691 2.748 -0.723
P -2.453 1.689 1.540
C -1.021 2.856 1.098
N 0.237 2.111 1.215
B 0.542 0.779 0.684
N 1.379 0.175 1.744
C 1.578 -1.152 2.346
P 1.321 -2.653 1.302
C -0.038 -3.539 2.305
C 0.364 -4.180 3.631
C -1.137 -2.501 2.593
C -0.596 -4.628 1.376
C 2.983 -3.538 1.642
C 3.357 -3.851 3.097
C 2.973 -4.841 0.834
C 4.070 -2.610 1.071
C 1.759 1.196 2.615
C 2.623 1.173 3.699
C 2.851 2.356 4.391
C 2.213 3.534 4.021
C 1.307 3.553 2.970
C 1.077 2.374 2.278
C -2.608 1.929 3.427
C -2.455 3.356 3.958
C -1.510 1.054 4.051
C -3.952 1.340 3.868
H -5.891 1.630 0.094
H -4.649 0.425 0.472
H -5.515 1.258 1.774
H -5.389 4.122 0.779
H -4.895 3.616 2.391
H -3.783 4.553 1.370
H -3.003 3.582 -0.853
H -3.277 1.860 -1.199
H -4.615 3.010 -1.247
H -1.196 3.224 0.095
H -0.983 3.715 1.763
H 2.590 -1.188 2.744
H 0.896 -1.229 3.200
H 0.903 -3.485 4.275
H -0.545 -4.487 4.158
H 0.973 -5.071 3.482
H -1.014 -2.073 3.589
H -1.151 -1.688 1.872
H -2.118 -2.983 2.565
H 0.173 -5.352 1.101
H -1.401 -5.170 1.881
H -0.998 -4.184 0.466
H 2.944 -4.804 3.421
H 4.445 -3.920 3.178
H 3.024 -3.077 3.791
H 2.244 -5.544 1.240
H 3.955 -5.320 0.878
H 2.729 -4.656 -0.215
H 4.329 -1.814 1.769
H 4.979 -3.184 0.877
H 3.763 -2.141 0.139
H 3.145 0.274 3.998
H 3.539 2.358 5.225
H 2.424 4.450 4.558
H 0.816 4.475 2.686
H -1.410 3.669 3.955
H -3.040 4.079 3.393
H -2.797 3.385 4.996
H -0.517 1.450 3.857
H -1.643 1.015 5.137
H -1.562 0.034 3.663
H -4.786 1.990 3.607
H -4.112 0.359 3.413
H -3.959 1.213 4.954
C -4.295 -1.565 -2.694
N -3.039 -2.161 -3.102
C -2.865 -3.080 -4.111
C -1.555 -3.343 -4.192
N -0.903 -2.581 -3.223
C -1.848 -1.849 -2.554
S -1.788 -0.833 -1.205
C 0.508 -2.489 -3.136
C 1.289 -3.250 -4.005
C 2.659 -3.090 -3.993
C 3.219 -2.197 -3.096
C 2.373 -1.536 -2.233
N 1.038 -1.657 -2.249
H -5.088 -1.975 -3.314
H -4.245 -0.484 -2.820
H -4.492 -1.781 -1.645
H -3.685 -3.451 -4.700
H -1.051 -4.005 -4.866
H 0.850 -3.956 -4.691
H 3.277 -3.662 -4.671
H 4.285 -2.021 -3.058
H 2.768 -0.854 -1.495
F 0.986 3.336 -1.229
B -0.116 3.567 -2.043
F -0.894 2.212 -1.868
F 0.193 3.648 -3.366
F -0.915 4.567 -1.590
O 3.848 4.241 -7.169
N 2.919 3.455 -7.154
O 2.215 3.197 -8.112
C 2.632 2.770 -5.897
C 1.527 1.952 -5.811
C 1.200 1.340 -4.604
C 2.028 1.534 -3.457
O 1.709 1.043 -2.281
C 3.181 2.327 -3.627
C 3.467 2.975 -4.815
N 4.099 2.527 -2.511
O 4.140 1.686 -1.630
O 4.818 3.506 -2.550
N 0.020 0.620 -4.537
O -0.412 0.150 -3.384
O -0.649 0.367 -5.566
H 0.868 1.820 -6.655
H 4.332 3.613 -4.886
```

## Properties
**F_max**: 3.18 eV/Å
**Multiplicity**: 2
**HOMO (alpha / beta)**: -6.77 / -7.68 eV
**Energy**: -132340.6886 eV
**LUMO level (alpha / beta)**: -1.01 / -0.88 eV